# 1
# C14H23CdN2PS

A structure of composition C14H23CdN2PS (ωB97M-V with the def2-TZVPD basis set, OMol25).

Calculated values
Lowest unoccupied orbital energy (spin up / spin down) (Eh): 0.000 / 0.000
Relative energy (zero: lowest compared OMol25 entry of this formula, charge and spin) (eV): 0.112
Gap between HOMO and LUMO (spin up / spin down) (Ha): 0.1848 / 0.1848
Net charge: 0

CARTESIAN COORDINATES (ANGSTROEM)
C (2.5838, 1.7590, 2.5741)
C (2.4281, 2.3133, 1.2999)
C (1.3314, 1.9510, 0.4599)
C (0.4195, 1.0423, 0.9763)
C (0.5242, 0.4917, 2.2514)
C (1.6259, 0.8627, 3.0631)
C (1.1713, 2.5563, -0.9355)
C (1.2276, 1.6564, -2.1955)
N (0.6863, 0.2779, -2.0866)
Cd (-0.9770, 0.0653, -0.4506)
C (-0.4826, -0.5967, 2.6781)
P (-0.8700, -1.6682, 1.2094)
H (3.1664, 3.0209, 0.9158)
H (1.7148, 0.3968, 4.0486)
H (3.4563, 2.0016, 3.1924)
H (-1.4733, -0.1905, 2.9466)
H (-0.1319, -1.2636, 3.4793)
H (0.2124, 3.0920, -1.0057)
H (1.9482, 3.3172, -1.0894)
H (0.6643, 2.1351, -3.0031)
C (-2.3597, -2.6665, 1.4849)
C (0.5515, -2.8110, 1.1616)
H (2.2664, 1.6239, -2.5625)
C (1.6694, -0.7001, -1.5939)
C (0.0408, -0.2226, -3.3270)
H (-3.4179, 0.5739, 0.2617)
H (2.5068, -0.8841, -2.2884)
H (2.0658, -0.3685, -0.6301)
H (1.1523, -1.6511, -1.4231)
H (0.7533, -0.4929, -4.1245)
H (-0.5568, -1.1101, -3.0771)
H (-0.6355, 0.5369, -3.7329)
H (0.5855, -3.4601, 2.0490)
H (0.4649, -3.4322, 0.2611)
H (1.5031, -2.2712, 1.0911)
H (-2.2447, -3.3997, 2.2922)
H (-3.2324, -2.0434, 1.7028)
H (-2.5857, -3.2072, 0.5579)
H (-3.2362, -0.3850, -1.6812)
S (-3.4040, 0.9264, -1.0905)
C (-5.0689, 1.0014, -1.5268)
N (-6.0436, 1.2228, -2.1329)

natural (NBO) atomic charge list, values in e, 4 entries: -0.25, -0.24, 0.02, -0.61

=====

# 2
# C14H23ClN2O4S

An isolated molecule of C14H23ClN2O4S (ωB97M-V with the def2-TZVPD basis set, OMol25).

Calculated values
Lowest unoccupied orbital energy (Eh): 0.017
Structure (SMILES): O=C(NCS(=O)(=O)N[C@]12C[C@H]3C[C@H](C[C@H](C3)C1)C2)OCCCl
Relative energy (zero: lowest compared OMol25 entry of this formula, charge and spin) (eV): 2.274
Gap between HOMO and LUMO (Ha): 0.3735
Net charge: 0

CARTESIAN COORDINATES (ANGSTROEM)
O (-1.5070, 3.2375, -0.3520)
O (-2.4418, -1.3618, -3.0908)
O (-0.2939, -0.6343, -3.5357)
Cl (-1.6911, 3.1805, 4.2355)
O (-3.2934, 2.1552, 0.6104)
C (-2.4735, 2.4868, -0.3973)
N (-2.9539, 1.8395, -1.5179)
N (-1.0587, -1.0652, -1.0689)
C (-2.1547, 2.0719, 2.7696)
C (-3.0757, 2.8381, 1.8499)
C (2.6185, -2.5539, 0.7130)
C (2.1008, -0.3687, 1.7778)
C (2.9863, -0.4162, -0.5993)
C (0.2627, -1.9256, 0.7970)
C (1.3088, -1.8923, -1.5483)
C (0.7014, 0.2760, -0.3391)
C (1.5657, -1.7899, 1.5426)
C (2.6765, -1.9268, -0.7757)
C (2.0286, 0.3410, 0.3354)
C (0.3491, -1.1531, -0.6291)
C (-2.0228, 1.3371, -2.6165)
S (-1.4541, -0.4107, -2.6774)
H (-3.8345, 1.3976, -1.3193)
H (-1.4433, -1.9449, -1.1847)
H (-2.6349, 1.2109, 3.1958)
H (-1.2711, 1.8431, 2.2614)
H (-4.0658, 2.9657, 2.2503)
H (-2.7757, 3.8964, 1.7382)
H (2.3170, -3.6370, 0.7447)
H (3.5519, -2.4578, 1.2946)
H (1.4801, 0.1456, 2.5024)
H (3.1415, -0.3866, 2.3041)
H (3.0716, 0.1408, -1.5903)
H (4.0494, -0.4012, -0.2210)
H (-0.6230, -1.4114, 1.3424)
H (0.0015, -2.9607, 0.6441)
H (0.8346, -2.8973, -1.6831)
H (1.4139, -1.5118, -2.5333)
H (-0.0197, 0.6947, 0.3196)
H (0.7923, 0.8378, -1.2350)
H (1.4263, -2.2260, 2.5535)
H (3.4041, -2.4297, -1.3818)
H (2.3736, 1.4089, 0.5750)
H (-1.0738, 1.8675, -2.4304)
H (-2.2936, 1.5904, -3.6306)

natural (NBO) atomic charge list, values in e, 4 entries: -0.63, -0.95, -0.93, -0.11

=====

# 3
# C14H23N2NiPS

A structure of composition C14H23N2NiPS (ωB97M-V with the def2-TZVPD basis set, OMol25).

Calculated values
Lowest unoccupied orbital energy (spin up / spin down) (Eh): 0.027 / 0.021
2S+1: 3
Gap between HOMO and LUMO (spin up / spin down) (Ha): 0.1856 / 0.3069
Net charge: 0

CARTESIAN COORDINATES (ANGSTROEM)
C (-2.6750, -1.9785, 2.0800)
C (-2.0321, -2.6514, 1.0433)
C (-1.0490, -2.0000, 0.2692)
C (-0.7718, -0.6484, 0.4941)
C (-1.2946, -0.0332, 1.6356)
C (-2.2674, -0.6817, 2.4126)
C (-0.3414, -2.8146, -0.7829)
C (0.6700, -1.9965, -1.5784)
N (0.0633, -0.8553, -2.3160)
Ni (0.1099, 0.5284, -0.8030)
C (-0.8176, 1.3412, 2.0040)
P (-0.0333, 2.1275, 0.5107)
H (-2.3060, -3.6841, 0.8003)
H (-2.7168, -0.1500, 3.2564)
H (-3.4879, -2.4577, 2.6330)
H (-0.0469, 1.3217, 2.7919)
H (-1.6391, 1.9812, 2.3589)
H (0.2113, -3.6396, -0.3049)
H (-1.0681, -3.2917, -1.4555)
H (1.3987, -1.5401, -0.8828)
C (1.3963, 2.9718, 1.2145)
C (-1.3220, 3.3233, 0.0564)
H (1.2303, -2.6313, -2.2791)
C (-1.3783, -0.8698, -2.6445)
C (0.9047, -0.3715, -3.4293)
H (5.3048, 0.6047, 0.8290)
H (-1.5041, -0.8633, -3.7346)
H (-1.8847, -1.7315, -2.2120)
H (-1.8411, 0.0451, -2.2374)
H (0.3001, -0.3135, -4.3417)
H (1.2946, 0.6264, -3.2002)
H (1.7487, -1.0561, -3.5827)
H (-1.5015, 4.0064, 0.8967)
H (-0.9812, 3.8779, -0.8231)
H (-2.2475, 2.7840, -0.1895)
H (1.0637, 3.7950, 1.8587)
H (2.0030, 2.2498, 1.7769)
H (1.9829, 3.3621, 0.3734)
H (0.8319, 1.9189, -0.9800)
S (5.0209, -0.8100, 4.1310)
C (4.9257, -0.1551, 2.7157)
N (4.7464, 0.3597, 1.6357)

natural (NBO) atomic charge list, values in e, 4 entries: -0.22, -0.25, 0.04, -0.51

=====

# 4
# C14H23N2O5P2S2

A structure of composition C14H23N2O5P2S2 (ωB97M-V with the def2-TZVPD basis set, OMol25).

Calculated values
Lowest unoccupied orbital energy (Eh): 0.045
Relative energy (zero: lowest compared OMol25 entry of this formula, charge and spin) (eV): 0.000
Gap between HOMO and LUMO (Ha): 0.1438
Net charge: -1

CARTESIAN COORDINATES (ANGSTROEM)
C (6.1900, -0.4861, -0.5954)
C (4.8785, 0.2795, -0.7686)
C (4.1048, 0.3415, 0.5476)
C (2.9061, 1.2509, 0.5219)
C (1.5665, 0.6949, 0.3887)
P (1.4204, -1.1117, 0.2427)
P (1.5438, -1.4589, -1.8999)
O (0.3445, -2.1090, -2.4482)
O (2.8708, -2.3287, -2.1626)
O (1.9491, -0.0672, -2.5734)
C (0.4490, 1.5054, 0.4278)
O (-0.8316, 1.1360, 0.4175)
C (-1.4142, 0.4363, -0.7203)
C (-2.3509, -0.6498, -0.2399)
C (0.6678, 2.9097, 0.5710)
N (-0.2926, 3.8348, 0.5997)
S (0.4426, 5.2376, 0.7450)
N (1.9831, 4.7846, 0.7845)
C (1.9795, 3.4538, 0.6774)
C (3.1037, 2.5829, 0.6620)
S (4.7128, 3.2782, 0.9109)
H (6.7378, -0.1205, 0.2733)
H (5.9931, -1.5514, -0.4695)
H (6.8247, -0.3809, -1.4751)
H (5.0761, 1.2830, -1.1448)
H (4.2867, -0.2589, -1.5115)
H (4.7760, 0.6501, 1.3497)
H (3.7874, -0.6718, 0.7892)
H (0.0638, -1.3919, 0.4258)
H (2.5901, -3.2062, -2.4564)
H (2.6947, -0.1725, -3.1776)
H (-1.9893, 1.1956, -1.2529)
H (-0.6340, 0.0774, -1.3871)
H (-2.4826, -1.4262, -0.9885)
H (-1.9506, -1.1048, 0.6682)
H (-3.3377, -0.2804, 0.0429)
H (4.8307, 3.9251, -0.2551)
C (-6.2552, -2.8829, 1.8809)
C (-6.1416, -1.4365, 1.3446)
C (-7.5170, -1.0506, 0.7511)
O (-5.1539, -1.3223, 0.4312)
H (-6.4645, -3.5653, 1.0524)
H (-5.3121, -3.1805, 2.3453)
H (-7.0536, -2.9950, 2.6322)
H (-6.0222, -0.7905, 2.2584)
H (-7.7468, -1.7039, -0.0952)
H (-7.4894, -0.0183, 0.3947)
H (-8.3345, -1.1345, 1.4854)

natural (NBO) atomic charge list, values in e, 4 entries: -0.60, -0.38, -0.45, 0.06

=====

# 5
# C14H23N4P

A cluster of 2 separate species, C14H23N4P in total (ωB97M-V with the def2-TZVPD basis set, OMol25).

Calculated values
Lowest unoccupied orbital energy (Eh): -0.092
Relative energy (zero: lowest compared OMol25 entry of this formula, charge and spin) (eV): 2.293
Gap between HOMO and LUMO (Ha): 0.0984
Net charge: 0

CARTESIAN COORDINATES (ANGSTROEM)
N (-1.1838, -4.3389, -0.7185)
C (-0.2706, -3.9710, -1.3815)
C (0.6347, -3.4489, -2.2871)
C (1.6116, -2.4320, -1.7884)
C (2.4435, -1.7499, -2.7797)
N (3.1602, -1.1886, -3.5060)
H (0.4632, -3.5962, -3.3670)
H (2.2637, -2.8500, -0.9717)
C (3.1617, 1.7198, 1.1164)
C (1.8893, 2.1553, 0.3794)
C (1.4177, 3.5316, 0.8476)
C (2.2081, 2.1517, -1.1130)
N (0.7243, 1.2969, 0.6800)
P (-0.8578, 1.6524, 0.0270)
H (1.0320, -1.6550, -1.3157)
N (-1.2401, 0.0823, 0.6969)
C (-2.5306, -0.5768, 0.4175)
C (-2.7167, -1.9036, 1.1678)
C (-2.6851, -0.8809, -1.0682)
C (-3.5441, 0.4631, 0.8908)
C (-0.5316, -0.1525, 1.8721)
C (0.6319, 0.5663, 1.8626)
H (3.5324, 0.7266, 0.8071)
H (3.9606, 2.4370, 0.8559)
H (3.0717, 1.7502, 2.2158)
H (0.4751, 3.7750, 0.3226)
H (1.1843, 3.4453, 1.9240)
H (2.1814, 4.3014, 0.6659)
H (1.3619, 2.4485, -1.7375)
H (3.0311, 2.8634, -1.2837)
H (2.5744, 1.1743, -1.4518)
H (-2.6361, -1.8057, 2.2639)
H (-3.7474, -2.2467, 0.9626)
H (-2.0574, -2.7169, 0.8113)
H (-2.5300, -0.0120, -1.7118)
H (-2.0147, -1.6909, -1.3799)
H (-3.7069, -1.2593, -1.2258)
H (-3.3436, 1.4135, 0.3630)
H (-4.5742, 0.1205, 0.7164)
H (-3.3509, 0.6328, 1.9651)
H (-0.9010, -0.8308, 2.6348)
H (1.4079, 0.5987, 2.6210)

natural (NBO) atomic charge list, values in e, 4 entries: -0.58, 0.27, -0.65, -0.52